# 1
C6H23NO6 | ωB97M-V with the def2-TZVPD basis set

spin multiplicity	1
HOMO energy	-7.87	eV
E_tot	-748.184806	hartree
Kohn-Sham gap	7.4	eV

Last column: natural (NBO) charge in e.
Atoms and positions in Å:
1 C 9.6674 2.6635 15.3213  -0.234
2 O 10.1918 3.2667 14.1159  -0.557
3 C 9.3023 3.4744 12.9788  -0.094
4 C 9.0386 2.0870 12.2904  -0.267
5 N 10.2969 1.4976 11.6782  -0.627
6 C 10.3343 0.0392 11.7586  -0.249
7 C 11.0785 -0.3678 13.0649  -0.076
8 O 12.4082 0.1399 13.2901  -0.548
9 C 13.3996 -0.3166 12.3791  -0.258
10 H 8.9918 1.8186 15.1878  0.112
11 H 9.0619 3.3697 15.8893  0.165
12 H 10.5286 2.4410 15.9512  0.216
13 H 9.6190 4.2801 12.3166  0.209
14 H 8.3882 3.8529 13.4361  0.196
15 H 8.2304 2.1382 11.5608  0.256
16 H 8.7828 1.3484 13.0501  0.116
17 H 11.0492 1.6863 12.3252  0.350
18 H 10.9357 -0.4480 10.9911  0.180
19 H 9.3445 -0.4026 11.6444  0.181
20 H 11.1566 -1.4536 13.1209  0.158
21 H 10.4480 -0.0478 13.8944  0.172
22 H 14.2061 -0.9000 12.8232  0.175
23 H 13.8582 0.5690 11.9394  0.190
24 H 13.0314 -0.9813 11.5976  0.171
25 O 7.1321 2.7138 14.2053  -0.887
26 H 6.2311 2.5446 14.4809  0.498
27 H 7.6708 2.2724 14.8620  0.486
28 O 7.4740 -0.2753 12.4494  -0.873
29 H 7.0641 -0.7413 13.1781  0.499
30 H 7.4472 -0.8966 11.7217  0.507
31 O 7.0758 1.8278 12.1573  -0.950
32 H 7.0920 0.8733 12.2277  0.462
33 H 7.2946 2.1370 13.0364  0.472
34 O 6.6217 2.5425 10.3608  -1.000
35 H 5.9527 1.8594 10.3148  0.431
36 H 7.0745 2.3796 11.1882  0.423

Forces on the atoms, in the same order (eV/Å):
C 0.5 1.6 -0.8
O 0.3 -0.3 0.4
C -0.7 -1.5 0.9
C 7.0 1.0 -1.0
N 0.3 0.5 0.4
C 1.3 -0.1 0.3
C -0.6 -0.9 0.1
O -0.8 -0.1 -0.4
C 0.1 0.2 -0.3
H 1.0 -0.9 -0.2
H 0.0 0.5 0.0
H -0.1 -0.4 -0.3
H 0.9 -0.4 0.1
H 0.2 0.2 -0.8
H 5.0 0.4 -0.5
H 0.3 0.3 0.3
H 0.4 1.0 -0.1
H 0.0 0.5 -0.7
H 0.5 0.0 0.5
H -0.2 -0.3 0.0
H 0.4 0.2 0.3
H -0.1 0.1 0.8
H 0.0 -0.1 -0.3
H -0.4 0.3 -0.2
O -1.5 0.8 3.6
H -0.6 0.1 -0.1
H 0.1 0.2 0.4
O 0.4 -4.9 0.9
H -0.2 -0.2 0.4
H 0.0 -0.3 -0.5
O -9.1 -1.9 6.4
H -0.5 0.3 -0.6
H -0.5 0.3 0.0
O -1.9 2.7 -7.8
H -0.1 0.1 0.0
H -1.2 1.1 -1.2


# 2
C6H24 | ωB97M-V with the def2-TZVPD basis set

spin multiplicity	1
HOMO energy	-12.90	eV
E_tot	-242.932647	hartree
SMILES	C.C.C.C.C.C
Kohn-Sham gap	13.6	eV

Last column: natural (NBO) charge in e.
Atoms and positions in Å:
1 C -1.2214 -1.8246 4.5264  -0.853
2 H -0.1864 -2.1023 4.7009  0.215
3 H -1.2713 -0.8304 4.0928  0.212
4 H -1.6411 -2.4848 3.7633  0.210
5 H -1.9127 -1.9410 5.3542  0.216
6 C 0.4666 -5.4619 1.4735  -0.849
7 H -0.1413 -4.9072 2.1905  0.212
8 H 1.4033 -5.7358 1.9500  0.212
9 H -0.0567 -6.3595 1.1486  0.213
10 H 0.6883 -4.8001 0.6364  0.212
11 C 2.7083 0.5835 2.8584  -0.854
12 H 2.0302 1.1677 3.4732  0.215
13 H 2.7515 1.0458 1.8800  0.213
14 H 3.6830 0.3268 3.2538  0.217
15 H 2.1667 -0.3648 2.7464  0.210
16 C -2.4860 5.1791 1.0807  -0.856
17 H -1.5269 4.6672 0.9371  0.212
18 H -2.8833 5.0518 2.0792  0.216
19 H -2.3425 6.1870 0.7089  0.216
20 H -3.1742 4.5895 0.4631  0.212
21 C 1.7648 2.4081 -4.4861  -0.860
22 H 1.7743 3.3189 -3.8938  0.219
23 H 2.8170 2.0970 -4.5292  0.211
24 H 1.2728 1.6059 -3.9285  0.211
25 H 1.3438 2.3449 -5.4803  0.218
26 C -1.2356 -0.8367 -5.4344  -0.850
27 H -1.7593 0.1170 -5.4260  0.212
28 H -1.1447 -1.2362 -4.4339  0.213
29 H -1.7657 -1.5756 -6.0392  0.213
30 H -0.2736 -0.6255 -5.8925  0.212

Forces on the atoms, in the same order (eV/Å):
C -0.6 -0.3 -1.0
H -0.1 0.0 0.4
H 0.0 0.2 0.3
H 0.3 -0.1 -0.1
H 0.4 0.2 0.4
C 0.0 0.3 0.1
H 0.0 -0.1 0.0
H 0.1 -0.1 0.0
H 0.0 0.1 -0.1
H -0.1 -0.2 -0.1
C -1.1 -0.9 -0.4
H 0.5 0.3 0.4
H 0.3 0.1 -0.1
H 0.1 0.5 0.3
H 0.2 0.0 -0.2
C 0.2 -1.3 -0.8
H -0.1 0.1 0.5
H 0.4 0.5 0.3
H -0.5 0.2 0.3
H 0.0 0.5 -0.2
C 0.9 -1.4 0.7
H -0.6 0.3 -0.5
H -0.2 0.0 -0.2
H -0.1 0.2 0.2
H -0.1 0.9 -0.1
C -0.1 0.1 -0.4
H -0.3 -0.1 0.1
H 0.2 0.1 0.2
H 0.0 0.2 0.0
H 0.2 -0.3 0.1


# 3
C6H24ClN12O10 | ωB97M-V with the def2-TZVPD basis set

spin multiplicity	2
charge	-2
HOMO energy (alpha / beta)	2.20 / -4.82	eV
E_tot	-2112.530416	hartree
Kohn-Sham gap (alpha / beta)	2.2 / 9.3	eV

Last column: Mulliken spin population.
Atoms and positions in Å:
1 Cl -32.9838 -31.7920 17.1270  0.388
2 O -33.3987 -31.0929 15.9256  -0.098
3 O -33.0441 -33.2564 16.8152  -0.042
4 O -31.5846 -31.3720 17.2795  -0.075
5 O -33.7923 -31.2876 18.1767  -0.101
6 C -31.0657 -29.3335 21.5879  0.386
7 O -30.4683 -29.3734 22.6631  -0.072
8 N -31.4704 -30.3687 20.9288  -0.123
9 N -31.4495 -28.2944 21.0521  -0.121
10 H -31.8358 -30.1193 20.0209  -0.025
11 H -30.8012 -31.1026 21.1123  -0.005
12 H -31.7966 -28.3965 20.1091  -0.074
13 H -31.0376 -27.4443 21.4095  -0.066
14 C -37.4698 -32.2544 14.8176  0.173
15 O -38.1385 -33.0805 14.2072  -0.031
16 N -36.1874 -32.2958 14.8954  -0.102
17 N -37.8788 -31.2453 15.4822  0.052
18 H -35.7456 -33.1165 14.5064  0.013
19 H -35.6789 -31.7704 15.5921  0.029
20 H -37.1742 -30.5899 15.7890  -0.069
21 H -38.8430 -30.9853 15.3308  -0.036
22 C -34.1300 -34.9717 13.4523  0.005
23 O -34.4334 -35.6764 12.4811  -0.004
24 N -33.0588 -34.2779 13.3782  -0.001
25 N -34.6188 -35.1334 14.6900  0.006
26 H -32.5773 -34.1562 12.4988  0.003
27 H -32.8435 -33.5781 14.0739  -0.007
28 H -35.2849 -35.8308 14.9901  0.000
29 H -34.1188 -34.6936 15.4494  0.001
30 C -32.8091 -29.8088 12.5238  0.547
31 O -32.4828 -31.0482 12.6707  -0.170
32 N -33.6184 -29.1548 13.3269  0.092
33 N -32.4868 -29.0806 11.5282  0.094
34 H -33.8678 -29.6978 14.1412  -0.012
35 H -33.5898 -28.1488 13.4124  -0.196
36 H -32.7907 -28.1234 11.4209  -0.159
37 H -31.9331 -29.4967 10.7931  -0.054
38 C -32.0873 -27.4494 17.6156  4.102
39 O -31.1931 -27.6438 16.8890  -1.192
40 N -33.1822 -28.1451 17.6831  -0.482
41 N -32.1331 -26.5731 18.5082  -0.217
42 H -33.3583 -28.9300 17.0724  0.123
43 H -33.8713 -27.8745 18.3702  -0.391
44 H -33.0262 -26.4836 18.9713  -0.676
45 H -31.4598 -25.8202 18.5034  -0.426
46 C -28.7392 -30.7573 13.6945  0.068
47 O -27.6048 -31.0501 13.5220  -0.014
48 N -29.2330 -30.5697 14.8841  -0.048
49 N -29.6366 -30.5507 12.8191  -0.040
50 H -28.7224 -30.4293 15.7441  0.004
51 H -30.2360 -30.6513 14.7976  0.027
52 H -30.5644 -30.2257 13.0507  0.025
53 H -29.4086 -30.4923 11.8369  -0.008

Forces on the atoms, in the same order (eV/Å):
Cl 2.9 0.4 -3.4
O -1.2 -0.1 -0.8
O -0.4 1.8 1.5
O -1.0 -1.2 1.1
O -0.6 -1.1 1.5
C 2.1 -2.8 5.0
O 1.0 -0.3 0.8
N -0.4 -4.2 -1.2
N -1.9 7.9 -3.2
H 0.3 -1.4 -0.3
H -0.6 -0.7 -0.8
H 0.1 1.3 0.1
H -0.5 0.2 -0.5
C -0.5 -3.1 -1.9
O -1.0 -0.1 -0.4
N 5.1 -1.5 -0.5
N -3.7 4.3 2.5
H 0.2 0.2 0.2
H 0.3 -0.2 -0.3
H -0.8 0.3 0.0
H 0.3 0.3 0.4
C -1.1 -4.6 -1.6
O -1.4 0.0 -0.1
N 4.0 4.0 0.2
N -1.0 0.5 2.2
H -0.5 -0.1 0.1
H 0.1 0.1 0.0
H 0.1 0.2 -0.9
H 0.0 0.1 0.1
C -0.5 -5.3 2.3
O -0.6 3.3 -0.5
N -1.6 -0.1 2.7
N 2.6 2.1 -5.1
H 0.0 0.3 0.4
H 0.0 -0.2 0.1
H 0.1 -0.3 0.0
H -0.1 0.2 0.1
C -1.1 -2.3 -1.4
O 4.4 -0.8 -4.0
N -3.7 -3.5 -0.6
N 0.8 6.1 5.6
H 0.1 0.1 0.1
H -0.4 -0.5 -0.4
H 0.2 1.0 0.4
H -0.3 0.0 0.1
C 1.8 0.2 2.6
O 4.6 -1.0 -1.7
N -2.3 0.2 3.2
N -3.7 1.0 -5.8
H -0.3 -0.4 -0.4
H 0.0 0.4 1.9
H 0.3 -0.3 -0.1
H 0.1 -0.4 0.4


- Among the records above, which one has the highest E_tot?
  C6H24


- Which value of spin multiplicity does entry 2 give?
  1


- Which formula does entry 2 have?
  C6H24


- Which of these has the lowest E_tot?
  C6H24ClN12O10